{"formula": "C5H7NO", "method": "ωB97M-V/def2-TZVPD", "species": ["O", "C", "C", "C", "C", "C", "N", "H", "H", "H", "H", "H", "H", "H"], "xyz": [[-2.158, 0.495, -2.025], [-0.791, 0.641, -2.278], [-0.014, 0.066, -1.161], [0.434, -0.458, -0.167], [0.986, -0.867, 1.106], [1.110, 0.250, 2.075], [0.145, -0.820, 2.300], [-2.312, -0.445, -1.881], [-0.462, 0.164, -3.210], [-0.600, 1.715, -2.364], [1.731, -1.654, 1.087], [0.761, 1.205, 1.711], [1.967, 0.234, 2.731], [-0.798, -0.524, 2.076]], "forces_ev_per_a": [[-0.6387, -0.2132, -0.2304], [0.9529, 0.0306, 0.2767], [0.1285, -0.3047, 0.6336], [-0.2732, 0.3604, -0.7816], [0.0363, 0.1165, -0.4878], [0.2531, -0.2878, 0.1543], [-0.0717, -0.0346, 0.1461], [-0.1688, 0.0711, 0.0434], [-0.1789, 0.0731, -0.0389], [0.0175, -0.1707, 0.0028], [-0.1023, 0.0110, 0.0634], [0.0203, 0.1200, 0.1498], [-0.0447, 0.1886, 0.1771], [0.0697, 0.0396, -0.1084]], "smiles": "OCC#C[C@H]1CN1", "e_homo_ev": -9.24, "charge": 0, "homo_lumo_gap_ha": 0.3705, "max_force_ev_per_a": 0.99}



{"formula": "C9H12O2S", "method": "ωB97M-V/def2-TZVPD", "species": ["O", "S", "O", "C", "C", "C", "C", "C", "C", "C", "C", "C", "H", "H", "H", "H", "H", "H", "H", "H", "H", "H", "H", "H"], "xyz": [[2.404, -0.924, 1.293], [2.508, -0.338, -0.001], [3.716, -0.701, -0.705], [2.362, 1.452, -0.042], [0.852, 1.821, -0.082], [0.128, 0.704, -0.842], [1.000, -0.570, -0.959], [0.118, -1.601, -0.860], [-0.063, -2.204, 0.459], [-0.698, -0.861, 1.015], [-1.100, 0.018, -0.193], [-1.262, -1.077, -1.236], [3.065, 1.721, -0.791], [2.738, 1.787, 0.906], [0.648, 2.080, 1.037], [0.788, 2.759, -0.608], [-0.216, 1.106, -1.772], [-0.841, -3.060, 0.418], [0.856, -2.323, 0.952], [-1.554, -1.181, 1.773], [0.237, -0.380, 1.594], [-1.883, 0.728, 0.011], [-1.390, -0.576, -2.161], [-1.965, -2.030, -1.022]], "forces_ev_per_a": [[-0.4486, -0.0174, 1.6927], [0.4696, -0.0931, -2.2609], [-0.3890, 0.2048, -0.3741], [-0.6657, -0.7072, 1.5306], [1.6937, 0.2641, 1.4236], [-0.1084, -0.1565, 0.6960], [0.2939, -0.0405, 0.1934], [0.9887, 1.4549, -0.9978], [-2.3001, -1.2937, -0.5218], [0.7462, 0.0032, 3.5878], [-0.3118, -0.2934, 0.8085], [-1.2042, -2.4994, 0.9089], [0.0371, 0.5697, -1.0484], [0.6090, 0.1579, 0.4190], [-0.5936, -1.0045, -2.0327], [-0.3348, 0.3533, -0.1982], [-0.0306, 0.3127, -0.8161], [1.6634, 1.1174, 0.5239], [0.7858, -1.0858, 0.8433], [1.6255, 1.2042, -1.6279], [-2.5308, -0.8747, -0.8340], [-0.6755, 0.0794, 0.0764], [-0.1677, -0.4063, -1.3436], [0.8476, 2.7510, -0.6488]], "smiles": "O=S1(=O)CC[C@H]2C1=C1CC[C@@H]2C1", "e_homo_ev": -8.87, "charge": 0, "homo_lumo_gap_ha": 0.3235, "max_force_ev_per_a": 3.66}



{"formula": "C4H9N2", "method": "ωB97M-V/def2-TZVPD", "species": ["C", "N", "C", "N", "C", "C", "H", "H", "H", "H", "H", "H", "H", "H", "H"], "xyz": [[1.313, -1.381, 1.261], [0.740, -1.257, 0.126], [0.105, -0.194, -0.314], [-0.189, 1.158, 0.883], [-1.210, -0.347, -0.969], [-0.119, 0.432, -1.646], [1.592, -2.401, 1.454], [1.620, -0.658, 1.946], [0.221, 0.865, 1.770], [-1.192, 1.148, 1.022], [0.123, 2.117, 0.705], [-2.095, 0.218, -0.641], [-1.293, -1.245, -1.586], [0.546, 0.118, -2.411], [-0.164, 1.425, -1.601]], "forces_ev_per_a": [[-0.3211, -2.5072, -2.6050], [1.3207, -0.1764, 2.0320], [-1.7676, 2.4819, 0.2631], [0.5482, -1.1212, 0.0196], [-0.6040, 0.1424, -1.8597], [1.3020, -2.3330, 0.8477], [0.4922, -0.1828, 0.4107], [-0.0548, 1.5797, 1.1013], [-0.0202, 0.1272, -0.0101], [-0.2333, 0.1803, 0.0251], [0.0504, -0.3881, -0.3246], [0.4046, -0.6206, -0.2843], [-0.6894, -0.2790, 1.1304], [-0.1686, -0.8154, -0.8570], [-0.2591, 3.9124, 0.1106]], "smiles": "C=NC1([NH3+])CC1", "e_homo_ev": -14.81, "charge": 1, "homo_lumo_gap_ha": 0.4130, "max_force_ev_per_a": 3.92}